Here is H3N3O2 in the gas phase in a non-equilibrium geometry from the OMol25 dataset. Energies are from ωB97M-V with the def2-TZVPD basis set.

```
! wB97M-V def2-TZVPD RIJCOSX def2/J DEFGRID3
* xyz 0 1
O -2.495 -0.066 0.258
N -1.450 0.409 -0.188
N -0.466 -0.362 0.113
N 0.901 -0.290 -0.335
O 1.392 0.978 0.117
H -0.844 -1.208 0.652
H 0.961 -0.208 -1.409
H 2.002 0.747 0.793
*
```

Calculated values
**HOMO energy**: -9.80 eV
**SMILES string**: O=NNNO
**Energy above the lowest of the compared OMol25 structures with the same formula, charge and spin**: 0.967 eV
**Gap between HOMO and LUMO**: 10.40 eV
**Molar mass**: 77.043 g mol⁻¹
**Maximum force**: 3.3 eV/Å
**Calculated total energy**: -8608.902 eV